Entry 1:
DFT (ωB97M-V/def2-TZVPD) results for a gas-phase ion, C4H7O2 (charge -1) at a distorted geometry.

For the LUMO energy, the calculation gives 4.2 eV. Its total energy is -8353.8375 eV. The calculation puts the HOMO-LUMO gap at 6.42 eV. Its structure (SMILES) is [O-]/C=C/CCO.

```
! RIJCOSX wB97M-V def2-TZVPD def2/J DEFGRID3
* xyz -1 1
O -1.873 -0.653 1.401
C -0.945 0.105 1.131
C 0.482 0.005 1.124
C 1.100 0.926 0.120
C 0.850 0.389 -1.530
O 0.249 -0.833 -1.737
H -1.369 0.995 0.555
H 0.638 -0.643 1.946
H 0.757 2.027 0.266
H 2.069 1.009 0.004
H -0.001 1.095 -2.015
H 1.720 0.371 -2.162
H 0.250 -1.513 -0.976
*
```



Entry 2:
DFT (ωB97M-V/def2-TZVPD) results for 2 unconnected molecules or ions with the total composition C4H7O2 at a distorted geometry.

For the LUMO energy (spin up / spin down), the calculation gives -5.4 / -4.7 eV. Its total energy is -8342.0531 eV. The calculation puts the HOMO-LUMO gap (spin up / spin down) at 6.46 / 7.99 eV.

```
! RIJCOSX wB97M-V def2-TZVPD def2/J DEFGRID3
* xyz 1 1
C 1.826 1.205 1.482
C -0.432 0.781 -1.216
C 0.803 1.173 0.716
C -0.989 -1.913 0.099
O -0.887 -1.312 -1.037
O -0.224 1.201 0.037
H 2.457 2.079 1.566
H 2.106 0.381 2.127
H -1.351 1.165 -1.626
H 0.418 0.637 -1.864
H -1.925 -2.051 0.616
H -0.062 -2.178 0.587
H -1.741 -1.171 -1.488
*
```